(1)
The following is a quantum chemistry calculation of a structure of composition C22H16F6N5O8S3V in a non-equilibrium geometry, from the Open Molecules 2025 dataset.

HOMO-LUMO gap (spin up / spin down)	0.261 / 0.235	Ha
multiplicity	2
LUMO (spin up / spin down)	-4.165 / -4.886	eV
total charge	+1
expectation value of S²	0.787

XYZ file:
```
61
Properties=species:S:1:pos:R:3:nbo_charge:R:1
V 1.12774 -0.45432 -0.92746 1.0597
O -1.75447 -2.25463 0.36754 -0.9341
S -1.38465 -0.90131 0.05572 2.2970
O -1.02721 -0.61454 -1.35182 -0.9291
N 0.05062 -0.52451 0.73837 -0.8488
C 0.11835 0.14761 1.98370 0.1162
C -0.72327 -0.12384 3.03522 -0.2193
C -0.65136 0.63001 4.22758 -0.1904
C 0.27787 1.61828 4.37411 -0.1728
C 1.20743 1.87345 3.33691 -0.0974
C 2.22528 2.85231 3.44169 -0.0992
C 3.11029 3.02209 2.41720 -0.2548
C 2.98278 2.19856 1.28166 0.0795
N 2.04801 1.29623 1.15063 -0.4425
C 1.14697 1.12543 2.14598 0.1999
C -2.70088 0.15290 0.51892 -0.3035
C -3.68008 -0.32661 1.38380 -0.1804
C -4.73807 0.50107 1.71643 -0.2129
C -4.81115 1.78254 1.18367 -0.1542
C -3.83771 2.24047 0.30876 -0.2031
C -2.77336 1.42311 -0.03553 -0.1776
H -1.44356 -0.92588 2.97042 0.2266
H -1.34381 0.40277 5.02593 0.2306
H 0.33626 2.20019 5.28423 0.2268
H 2.29015 3.45172 4.34094 0.2303
H 3.89777 3.75981 2.45962 0.2398
H 3.68677 2.29750 0.46004 0.2050
H -3.62396 -1.33750 1.76197 0.2407
H -5.51210 0.14414 2.38145 0.2316
H -5.64306 2.42317 1.44390 0.2305
H -3.90954 3.23163 -0.11686 0.2367
H -2.02201 1.77228 -0.72479 0.2508
F 1.66353 3.69037 -4.07502 -0.2905
C 1.72234 3.27711 -2.82012 0.7412
F 2.83189 2.56376 -2.63966 -0.3067
F 1.74171 4.32413 -2.01020 -0.2925
S 0.21469 2.26035 -2.45378 2.2689
O 0.56671 1.55777 -1.20191 -0.9226
O -0.84967 3.19101 -2.33856 -0.8718
N 0.00481 1.30239 -3.66598 -1.1969
S 0.75636 -0.03728 -3.92025 2.2382
O -0.07805 -1.14839 -4.19669 -0.8547
O 1.80724 -0.22332 -2.86945 -0.9109
C 1.73120 0.29822 -5.45636 0.7619
F 2.38801 -0.80361 -5.78458 -0.2909
F 2.58677 1.28750 -5.25635 -0.2951
F 0.87902 0.61967 -6.41448 -0.2854
O 1.12535 -2.35216 -1.32039 -0.5155
N 0.67755 -3.42981 -0.68500 0.0588
C 1.00469 -3.65597 0.59550 0.0507
C 0.52803 -4.78429 1.22563 -0.2026
C -0.28757 -5.66148 0.52805 -0.1268
C -0.61258 -5.38880 -0.79134 -0.2108
C -0.12018 -4.24967 -1.38850 0.0777
H 1.62682 -2.90681 1.05897 0.2398
H 0.79818 -4.95906 2.25620 0.2493
H -0.66918 -6.54964 1.01133 0.2453
H -1.25267 -6.04209 -1.36511 0.2545
H -0.32170 -3.92395 -2.39790 0.2643
O 3.83379 -0.77441 0.03109 -0.1111
N 2.77688 -0.56572 -0.29509 0.3523
```

---

(2)
The following is a quantum chemistry calculation of a cluster of 4 separate species, CH11NO3 in total in a non-equilibrium geometry, from the Open Molecules 2025 dataset.

HOMO-LUMO gap (spin up / spin down)	0.429 / 0.254	Ha
multiplicity	2
LUMO (spin up / spin down)	-3.753 / -8.479	eV
total charge	+1
expectation value of S²	0.754

XYZ file:
```
16
Properties=species:S:1:pos:R:3:nbo_charge:R:1
C -1.46205 -0.36473 -0.04752 -0.5050
N -1.38624 1.03714 -0.04434 -0.2636
H -1.37209 -0.76280 0.96846 0.2613
H -0.73997 -0.76050 -0.74214 0.3068
H -2.45788 -0.64824 -0.46908 0.3166
H -1.07760 1.50408 -0.89381 0.4388
H -1.91735 1.50727 0.67667 0.4189
H 2.44236 -1.64981 0.22475 0.4834
H 1.49403 -1.35039 1.34112 0.4685
O 1.50575 -1.70873 0.44474 -0.9494
H 0.42966 -1.35511 -2.76270 0.4906
H 1.19881 -0.12697 -2.31297 0.4819
O 0.32266 -0.41097 -2.60430 -0.9565
H 0.22114 1.60769 2.17422 0.4458
H 1.72471 1.44495 1.82523 0.4726
O 1.07407 2.03711 2.22165 -0.9104
```

---

(3)
The following is a quantum chemistry calculation of a structure of composition C18H20BF6N9O4OsS2 in a non-equilibrium geometry, from the Open Molecules 2025 dataset.

HOMO-LUMO gap (spin up / spin down)	0.113 / 0.122	Ha
multiplicity	2
LUMO (spin up / spin down)	-14.204 / -13.986	eV
total charge	+3
expectation value of S²	0.929

XYZ file:
```
61
Properties=species:S:1:pos:R:3:nbo_charge:R:1
Os -0.38159 -0.05401 0.08585 1.4857
C -1.92742 3.09026 0.52250 -0.6801
C -1.58020 2.61565 -0.83987 0.2620
C -1.76893 3.27282 -2.03698 -0.2650
C -1.25415 2.44315 -3.02348 0.1923
N -0.77241 1.33360 -2.45632 -0.3509
N -0.97087 1.40703 -1.11064 -0.2182
B -0.04727 0.09613 -2.98271 0.9068
N -0.86050 -1.16117 -2.51423 -0.3389
C -1.35017 -2.20783 -3.17770 0.1801
C -1.69701 -3.21093 -2.27657 -0.2769
C -1.37558 -2.74667 -1.01654 0.2639
C -1.40828 -3.53964 0.23458 -0.6788
N -0.88347 -1.45944 -1.17410 -0.2064
N 1.35286 0.02760 -2.30918 -0.3468
C 2.63898 -0.09200 -2.69095 0.1489
C 3.46050 -0.15997 -1.58117 -0.2706
C 2.62097 -0.10216 -0.48084 0.2598
C 2.94041 -0.14448 0.96908 -0.6846
N 1.34482 -0.01052 -0.93229 -0.2476
N -0.05325 0.17814 -4.51235 -0.3419
C 0.93934 0.41052 -5.48645 0.0091
C 0.32930 0.44064 -6.69458 -0.2938
C -1.04549 0.23448 -6.43535 0.2752
C -2.19758 0.17325 -7.32935 -0.6777
N -1.23349 0.08341 -5.06427 -0.2723
H -2.20835 4.13922 0.46378 0.2832
H -1.07925 3.01620 1.20488 0.2427
H -2.77020 2.53492 0.93663 0.2784
H -2.21798 4.24239 -2.17696 0.2937
H -1.19810 2.59941 -4.09049 0.2755
H -1.41404 -2.20137 -4.25299 0.2812
H -2.11041 -4.17833 -2.50788 0.2919
H -1.79593 -4.52232 -0.02554 0.2782
H -2.03792 -3.12635 1.00491 0.2633
H -0.39473 -3.66627 0.61720 0.2663
H 2.93362 -0.13793 -3.72446 0.2596
H 4.53496 -0.24431 -1.57774 0.2939
H 4.01875 -0.11538 1.10860 0.2899
H 2.56918 -1.06252 1.42834 0.2676
H 2.52279 0.71661 1.49680 0.2480
H 1.96807 0.58272 -5.22784 0.2277
H 0.79199 0.60501 -7.65454 0.2840
H -1.91659 0.29407 -8.37096 0.2671
H -2.92403 0.94561 -7.04656 0.2731
H -2.72443 -0.77860 -7.18994 0.2714
F -0.09792 -0.52182 4.84008 -0.2460
C -0.58040 0.29633 3.94930 0.8106
F 0.36796 1.05982 3.42491 -0.2944
F -1.56587 1.01837 4.41916 -0.2575
S -1.29572 -0.73334 2.55140 2.1266
O -0.11081 -1.28365 1.77158 -0.8923
O -1.71329 0.34790 1.52857 -0.8714
N -2.27819 -1.74695 2.95699 -1.1159
S -3.71172 -1.52972 3.88912 2.2028
O -4.39846 -0.42508 3.32536 -0.8528
O -3.34984 -1.64688 5.24729 -0.8161
C -4.51622 -3.11102 3.33325 0.7725
F -4.73124 -3.04064 2.02418 -0.2991
F -3.71122 -4.11871 3.60552 -0.2788
F -5.64606 -3.21067 3.98904 -0.2581
```

---

(4)
The following is a quantum chemistry calculation of a structure of composition C30H57Cl9N3O32S7 in a non-equilibrium geometry, from the Open Molecules 2025 dataset.

HOMO-LUMO gap	0.400	Ha
LUMO	1.886	eV
total charge	-1

XYZ file:
```
138
Properties=species:S:1:pos:R:3:lowdin_charge:R:1
Cl -0.18914 -0.59263 1.49166 0.7122
O -0.59459 0.75067 1.08908 -0.3654
O -1.31739 -1.39057 1.90568 -0.3207
O 0.42860 -1.17293 0.32805 -0.3442
O 0.78323 -0.50398 2.57842 -0.3597
C 3.09745 0.76202 1.10488 -0.1352
C 4.19008 1.68908 1.56120 -0.1338
O 5.19588 1.60101 0.49508 -0.1762
S 5.29297 0.01917 0.10235 0.5798
O 6.39011 -0.52668 0.77691 -0.2005
O 5.18496 -0.20824 -1.26500 -0.2220
O 3.91678 -0.42661 0.82754 -0.2182
H 2.56959 1.12483 0.19347 0.1478
H 2.44925 0.45815 1.88906 0.0745
H 4.59571 1.35454 2.47933 0.0880
H 3.76822 2.69574 1.59562 0.1409
C 1.50066 0.23872 5.55954 -0.1559
C 2.18699 -0.62058 6.63595 -0.0996
O 3.66250 -0.33978 6.46833 -0.2050
S 3.96439 0.01203 4.90311 0.6157
O 4.44234 -1.12198 4.22560 -0.2149
O 4.73950 1.19923 4.78024 -0.2314
O 2.42161 0.37401 4.44495 -0.2351
H 1.28406 1.23939 5.88366 0.1007
H 0.59481 -0.13863 5.06752 0.1155
H 2.09887 -1.69385 6.54216 0.0607
H 1.85376 -0.32605 7.68388 0.1535
C -2.09068 -4.79713 0.07853 -0.1754
C -1.89795 -3.47208 -0.56697 -0.1121
O -2.62495 -3.68694 -1.84961 -0.2786
S -2.99610 -5.23247 -2.13372 0.5903
O -2.59109 -5.72865 -3.39356 -0.2128
O -4.34330 -5.44472 -1.67019 -0.2516
O -2.00458 -5.75284 -1.00091 -0.1971
H -3.09952 -4.90769 0.56333 0.1457
H -1.31470 -5.05497 0.78778 0.0993
H -0.88042 -3.16719 -0.85975 0.1096
H -2.48072 -2.72156 -0.03058 0.1181
C -0.58888 1.17719 -1.80265 -0.1501
C -2.09883 1.24882 -1.58126 -0.0757
O -2.35281 2.61391 -2.11361 -0.1848
S -1.45501 2.97669 -3.31395 0.5376
O -0.90821 4.27510 -3.12137 -0.2761
O -2.08335 2.73188 -4.58475 -0.2436
O -0.37382 1.83254 -3.07543 -0.2219
H -0.13364 0.17579 -1.87712 0.1163
H -0.04191 1.81786 -1.07889 0.1214
H -2.27149 1.18387 -0.47666 0.1207
H -2.72330 0.62995 -2.16979 0.0959
C 0.53945 3.23276 2.24915 -0.2055
C -0.80173 3.91117 2.12689 -0.0926
O -1.04671 4.20919 3.58340 -0.2098
S -0.28005 3.24822 4.58406 0.5074
O -1.11642 2.34403 5.20827 -0.2019
O 0.66872 4.02381 5.29100 -0.2140
O 0.51869 2.47877 3.47404 -0.2172
H 1.32227 4.01692 2.43058 0.1443
H 0.63530 2.50989 1.41294 0.0974
H -1.53005 3.22956 1.75152 0.1067
H -0.74434 4.92332 1.73627 0.1152
C 0.84688 -3.63438 -2.93761 -0.1712
C 1.74458 -2.66110 -2.05684 -0.1173
O 3.10671 -2.79191 -2.54890 -0.2114
S 3.26570 -4.18002 -3.36322 0.5978
O 3.43685 -5.26731 -2.44168 -0.2299
O 4.14730 -4.04298 -4.41218 -0.1844
O 1.72109 -4.22630 -3.86378 -0.1977
H -0.03548 -3.25653 -3.51363 0.0930
H 0.41718 -4.45130 -2.29726 0.1313
H 1.77397 -3.09380 -1.07050 0.0918
H 1.46594 -1.57404 -2.09180 0.1299
C -3.32364 0.80313 2.75869 -0.1928
C -4.17755 1.35546 3.90310 -0.1533
O -5.45300 1.44622 3.30465 -0.1842
S -5.40167 1.74944 1.73247 0.6385
O -5.67336 3.11585 1.43854 -0.2209
O -6.22317 0.75017 1.13431 -0.2365
O -3.79590 1.44921 1.57305 -0.2033
H -3.43919 -0.29854 2.66398 0.0836
H -2.24863 1.07389 2.90199 0.1141
H -3.81270 2.33873 4.22413 0.1290
H -4.18073 0.68050 4.70717 0.1228
C -0.80929 -0.98353 -5.30937 -0.9630
Cl -1.46447 -0.63466 -6.94729 0.4997
Cl -2.07808 -1.54046 -4.21489 0.5845
H 0.01401 -1.64342 -5.36299 0.0151
H -0.57495 0.01591 -4.97143 -0.0089
C 5.09595 0.54942 -4.32830 -1.0437
Cl 5.87437 2.09980 -4.09377 0.5147
Cl 3.81382 0.66571 -5.54881 0.4833
H 5.83650 -0.12076 -4.72019 0.0163
H 4.78852 0.15781 -3.32536 0.0130
C 0.56179 -3.24327 4.52692 -0.9665
Cl -0.30461 -3.12135 6.05628 0.5367
Cl 2.14582 -4.09343 4.79477 0.5569
H -0.03985 -3.86652 3.83795 0.0233
H 0.74518 -2.23238 4.05980 0.0206
C 0.58210 3.61928 -6.97368 -1.0033
Cl 1.22018 4.33449 -5.49176 0.5663
Cl 0.65423 4.76795 -8.32110 0.5000
H 1.13265 2.75131 -7.28763 0.0190
H -0.42849 3.30270 -6.80496 0.0121
C 4.80532 -4.58184 0.49753 -0.1084
C 4.52702 -3.94963 1.86152 -0.2127
C 3.14527 -3.19554 1.85187 -0.2078
C 1.98422 -4.03375 1.70967 -0.2674
N 1.05515 -4.71630 1.58408 0.1813
H 3.99476 -5.31932 0.41785 0.0686
H 5.71747 -5.17179 0.44778 0.0737
H 4.65944 -4.02443 -0.43334 0.0591
H 5.32836 -3.18459 2.11730 0.1226
H 4.58945 -4.76406 2.59372 0.1053
H 3.15355 -2.52662 1.02096 0.0846
H 3.13476 -2.68954 2.80862 0.0536
C -7.33731 -1.73707 -2.10414 -0.1268
C -6.15821 -1.63371 -1.18380 -0.2359
C -6.54353 -2.22275 0.25673 -0.1615
C -5.53755 -2.05853 1.28973 -0.2333
N -4.86863 -2.03231 2.20636 0.1786
H -8.19452 -1.14252 -1.75584 0.0814
H -7.69371 -2.72102 -2.30677 0.0614
H -7.02283 -1.26133 -3.06303 0.0883
H -6.00526 -0.55204 -1.04682 0.0975
H -5.29428 -2.13260 -1.58896 0.0909
H -6.95174 -3.27351 0.19598 0.1407
H -7.36422 -1.57800 0.54301 0.1006
C -1.25761 7.10047 -2.34777 -0.1031
C 0.19383 7.60808 -2.17237 -0.2124
C 1.17000 6.42111 -2.29821 -0.1724
C 0.95509 5.46545 -1.20308 -0.1902
N 0.72666 4.75992 -0.33619 0.2078
H -1.93297 7.90147 -2.32742 0.0461
H -1.53382 6.47345 -1.46907 0.0819
H -1.51440 6.44064 -3.15584 0.0531
H 0.36837 8.09695 -1.23661 0.0976
H 0.36534 8.34780 -2.97830 0.1130
H 2.14655 6.74504 -2.44741 0.0922
H 0.94230 5.79244 -3.19185 0.0700
```

---

How do the records compare in relative energy (zero: lowest compared OMol25 entry of this formula, charge and spin)? In the order shown, they have 12.9; 0.0; 0.0; 0.0 kcal per mole.